# 1
ORCA calculation (wB97M-V/def2-TZVPD) on one molecule with the formula C12H26N6O3 in a non-equilibrium geometry.

Last column: Mulliken charge in e.
Geometry (Å):
H  -1.257  2.269  2.835  0.252
N  -1.195  2.124  1.822  -0.650
C  -0.024  2.498  1.447  0.478
N  1.008  2.695  2.485  -0.761
N  0.386  2.568  0.114  -0.133
C  -0.665  2.528  -0.902  -0.558
C  -0.148  2.001  -2.263  -0.689
C  0.256  0.547  -2.317  -0.579
C  1.508  0.232  -1.541  1.013
N  2.647  0.820  -2.203  -0.632
C  1.725  -1.265  -1.396  -0.473
O  2.401  -1.886  -2.179  -0.698
N  1.031  -1.949  -0.418  0.158
C  0.494  -1.383  0.741  1.778
C  -0.642  -2.230  1.310  -1.149
C  -1.927  -2.263  0.464  -0.808
C  -2.680  -0.955  0.211  0.642
C  -4.056  -1.199  -0.540  -0.839
N  -4.968  -0.030  -0.804  -0.680
C  1.558  -1.149  1.776  0.041
O  1.265  -0.512  2.749  -0.593
O  2.816  -1.553  1.469  -0.454
H  1.951  2.635  2.172  0.290
H  0.922  1.897  3.100  0.265
H  1.189  3.164  -0.067  0.301
H  -1.192  3.476  -1.120  0.263
H  -1.410  1.921  -0.403  0.269
H  0.699  2.692  -2.587  0.275
H  -0.973  2.191  -3.014  0.422
H  0.472  0.350  -3.394  0.395
H  -0.605  -0.043  -2.024  0.311
H  1.329  0.655  -0.535  -0.223
H  3.518  0.689  -1.657  0.311
H  2.724  0.328  -3.100  0.341
H  1.259  -2.947  -0.396  0.341
H  0.157  -0.356  0.524  -1.105
H  -0.869  -1.861  2.298  0.437
H  -0.245  -3.267  1.420  0.364
H  -1.740  -2.691  -0.577  0.271
H  -2.625  -2.938  0.970  0.408
H  -2.879  -0.480  1.207  0.278
H  -2.091  -0.248  -0.386  -0.560
H  -3.894  -1.696  -1.511  0.366
H  -4.706  -1.872  0.045  0.379
H  -4.549  0.727  -1.298  0.238
H  -5.162  0.417  0.092  0.275
H  3.380  -1.177  2.177  0.422

Largest force on an atom   0.041 hartree/bohr
Highest occupied orbital energy   -9.01 eV
Relative energy (zero: lowest compared OMol25 entry of this formula, charge and spin)   17.08 kcal per mole
Total charge   0
2S+1   1
Kohn-Sham gap   0.3431 Ha

---

# 2
ORCA calculation (wB97M-V/def2-TZVPD) on a 2-piece molecular cluster, C9H9NO2S overall in a non-equilibrium geometry.

Last column: Mulliken charge in e.
Geometry (Å):
C  -0.423  3.365  0.324  -0.476
C  0.435  2.844  -0.572  -0.366
C  -0.963  2.531  1.295  -0.630
C  0.694  1.458  -0.648  -0.381
C  -0.808  1.175  1.208  -0.550
C  0.084  0.587  0.291  0.506
C  1.101  -2.893  -0.300  -0.489
C  0.050  -3.362  0.551  -0.538
C  0.093  -0.826  0.145  0.468
N  1.117  -1.627  -0.559  0.720
O  1.844  -1.054  -1.358  -0.766
O  -1.359  -0.992  -1.465  -0.691
S  -0.634  -1.879  1.300  -0.182
H  -0.682  4.425  0.391  0.351
H  1.022  3.245  -1.444  0.279
H  -1.679  2.879  1.981  0.411
H  1.376  1.065  -1.347  0.487
H  -1.382  0.623  1.867  0.346
H  1.763  -3.505  -0.881  0.447
H  -0.650  -3.924  -0.158  0.274
H  0.298  -4.079  1.283  0.500
H  -1.298  -0.056  -1.904  0.279

Largest force on an atom   0.091 hartree/bohr
Highest occupied orbital energy (alpha / beta)   -8.67 / -8.58 eV
Relative energy (zero: lowest compared OMol25 entry of this formula, charge and spin)   91.21 kcal per mole
Total charge   0
2S+1   1
Kohn-Sham gap (alpha / beta)   0.2804 / 0.2778 Ha

---

# 3
ORCA calculation (wB97M-V/def2-TZVPD) on a 8-piece molecular cluster, C40H86Br2O14PS overall in a non-equilibrium geometry.

Last column: Mulliken charge in e.
Geometry (Å):
C  3.582  -3.924  5.983  -0.982
C  3.902  -2.534  5.255  -0.187
Br  5.713  -1.918  5.861  -0.203
C  2.780  -1.372  5.522  -0.247
Br  3.697  0.018  6.667  -0.182
C  2.414  -0.795  4.036  -0.516
C  1.018  -1.560  3.686  -0.678
C  -0.265  -0.971  4.457  0.916
C  -1.175  -2.095  5.173  0.434
C  -2.704  -1.770  5.264  -0.357
C  -3.675  -2.753  5.965  -0.540
C  -3.114  -4.049  6.585  -0.388
C  -1.613  -4.395  6.477  -0.560
C  -0.637  -3.415  5.775  0.076
P  2.200  1.070  4.045  0.135
S  3.885  2.037  3.651  -0.433
H  4.378  -4.684  5.627  0.375
H  3.723  -3.851  7.118  0.261
H  2.572  -4.377  5.678  0.240
H  3.999  -2.692  4.124  0.438
H  1.860  -1.744  6.085  0.302
H  1.205  -2.676  3.927  0.192
H  0.867  -1.509  2.544  0.386
H  -0.948  -0.487  3.648  -1.002
H  -0.034  -0.196  5.260  0.414
H  -3.084  -0.780  4.821  0.301
H  -4.778  -2.468  6.035  0.299
H  -3.801  -4.775  7.136  0.294
H  -1.202  -5.353  6.933  0.327
H  0.472  -3.648  5.703  -0.057
H  1.187  1.376  3.048  -0.050
H  1.672  1.604  5.283  0.042
C  -5.167  -6.903  2.303  -0.721
O  -4.552  -6.167  3.351  -0.359
C  -3.128  -6.143  3.240  -0.636
C  -2.638  -4.837  2.623  -0.118
O  -3.071  -4.702  1.269  -0.286
C  -4.212  -3.865  1.145  -0.635
H  -6.225  -6.635  2.274  0.244
H  -4.724  -6.674  1.328  0.272
H  -5.075  -7.973  2.501  0.317
H  -2.768  -7.009  2.673  0.333
H  -2.727  -6.220  4.255  0.372
H  -1.544  -4.843  2.610  0.380
H  -2.958  -3.976  3.221  0.094
H  -3.910  -2.816  1.206  0.190
H  -4.963  -4.075  1.913  0.455
H  -4.663  -4.046  0.166  0.121
C  5.118  6.712  -0.254  -0.578
O  4.950  5.373  -0.699  -0.357
C  6.176  4.778  -1.117  -0.526
C  6.764  3.884  -0.028  -0.450
O  7.146  4.640  1.118  -0.408
C  6.175  4.580  2.158  -0.753
H  4.232  6.996  0.317  0.185
H  5.995  6.822  0.389  0.338
H  5.214  7.376  -1.117  0.222
H  6.895  5.545  -1.428  0.311
H  5.949  4.159  -1.992  0.378
H  7.672  3.411  -0.416  0.374
H  6.065  3.087  0.247  0.299
H  6.263  3.631  2.692  0.319
H  5.155  4.691  1.779  0.354
H  6.372  5.397  2.856  0.280
C  1.198  12.148  -2.092  -0.719
O  1.032  10.809  -2.538  -0.371
C  2.260  10.214  -2.954  -0.699
C  2.845  9.320  -1.864  -0.210
O  3.224  10.076  -0.716  -0.365
C  2.252  10.016  0.320  -0.745
H  0.310  12.431  -1.524  0.246
H  2.074  12.258  -1.446  0.309
H  1.296  12.813  -2.954  0.322
H  2.979  10.981  -3.262  0.353
H  2.036  9.596  -3.829  0.389
H  3.754  8.848  -2.249  0.236
H  2.145  8.523  -1.591  0.376
H  2.339  9.067  0.855  0.306
H  1.234  10.129  -0.063  0.332
H  2.449  10.833  1.018  0.253
C  -2.913  0.685  2.150  -1.007
O  -2.691  1.712  3.108  -0.279
C  -2.141  2.893  2.528  -0.433
C  -3.216  3.949  2.287  -0.636
O  -4.163  3.519  1.311  -0.363
C  -5.357  3.018  1.895  -0.701
H  -3.592  -0.049  2.587  0.173
H  -3.366  1.073  1.232  0.603
H  -1.966  0.197  1.909  0.340
H  -1.605  2.658  1.602  0.338
H  -1.413  3.291  3.242  0.352
H  -2.738  4.851  1.893  0.373
H  -3.717  4.219  3.223  0.331
H  -5.990  3.850  2.216  0.330
H  -5.155  2.362  2.747  0.265
H  -5.890  2.441  1.136  0.246
C  -4.634  -1.769  -3.445  -0.867
O  -3.408  -2.234  -2.895  -0.087
C  -3.419  -3.640  -2.651  -0.536
C  -2.708  -4.404  -3.764  -0.109
O  -3.403  -4.285  -5.006  -0.450
C  -2.825  -3.307  -5.859  -0.518
H  -4.461  -0.782  -3.878  0.224
H  -5.008  -2.432  -4.231  0.365
H  -5.382  -1.686  -2.653  0.257
H  -4.443  -4.004  -2.513  0.357
H  -2.878  -3.806  -1.714  0.257
H  -2.695  -5.467  -3.507  0.353
H  -1.670  -4.074  -3.867  0.110
H  -1.932  -3.715  -6.340  0.262
H  -2.564  -2.392  -5.320  0.109
H  -3.557  -3.054  -6.631  0.286
C  -0.436  2.770  -6.607  -0.737
O  -0.152  1.440  -7.021  -0.399
C  1.029  0.919  -6.414  -0.567
C  0.696  0.017  -5.230  -0.152
O  0.085  0.749  -4.171  -0.409
C  -1.330  0.607  -4.158  -0.767
H  -1.475  2.991  -6.859  0.242
H  -0.305  2.899  -5.528  0.331
H  0.216  3.468  -7.137  0.326
H  1.703  1.729  -6.115  0.325
H  1.543  0.321  -7.175  0.377
H  1.628  -0.399  -4.833  0.391
H  0.062  -0.822  -5.539  0.071
H  -1.601  -0.355  -3.716  0.326
H  -1.762  0.685  -5.160  0.342
H  -1.746  1.408  -3.542  0.274
C  1.415  -4.670  -4.270  -0.954
O  0.320  -5.576  -4.335  -0.146
C  0.552  -6.649  -5.244  -0.498
C  0.992  -7.914  -4.513  -0.599
O  2.261  -7.741  -3.886  -0.386
C  2.149  -7.462  -2.496  -0.676
H  1.305  -4.067  -3.367  0.236
H  2.375  -5.193  -4.224  0.476
H  1.401  -4.012  -5.142  0.294
H  1.281  -6.362  -6.008  0.360
H  -0.399  -6.851  -5.749  0.364
H  1.105  -8.721  -5.244  0.390
H  0.238  -8.229  -3.783  0.314
H  1.948  -8.386  -1.948  0.329
H  1.361  -6.733  -2.284  0.248
H  3.100  -7.049  -2.155  0.252

Largest force on an atom   0.074 hartree/bohr
Highest occupied orbital energy   -3.65 eV
Total charge   -1
2S+1   1
Kohn-Sham gap   0.2061 Ha

---

# 4
ORCA calculation (wB97M-V/def2-TZVPD) on a 2-piece molecular cluster, C3H7BrS overall in a non-equilibrium geometry.

Last column: Mulliken charge in e.
Geometry (Å):
C  -1.209  0.920  -1.519  -0.736
C  1.021  -0.846  2.069  -0.482
C  -0.415  -0.312  -1.563  -0.395
S  1.876  -0.009  0.740  -0.294
Br  -1.275  -1.677  -0.721  0.001
H  -2.191  0.924  -2.051  0.340
H  -1.499  0.964  -0.357  0.257
H  -0.680  1.785  -2.004  0.274
H  0.067  -1.258  1.676  0.035
H  0.945  -0.118  2.870  0.232
H  1.608  -1.770  2.409  0.244
H  0.635  -0.347  -1.580  0.525

Largest force on an atom   0.053 hartree/bohr
Highest occupied orbital energy   -7.56 eV
Relative energy (zero: lowest compared OMol25 entry of this formula, charge and spin)   104.09 kcal per mole
Total charge   0
2S+1   1
Kohn-Sham gap   0.1930 Ha

---

# 5
ORCA calculation (wB97M-V/def2-TZVPD) on one molecule with the formula C14H21NOS.

Last column: Mulliken charge in e.
Geometry (Å):
C  -4.195  -0.831  -1.191  -1.454
C  -2.721  -0.612  -0.868  0.032
C  -2.427  -0.864  0.610  -0.837
C  -0.980  -0.552  0.984  -0.361
N  -0.063  -1.504  0.403  0.138
C  0.975  -2.028  1.085  0.488
O  1.195  -1.798  2.256  -0.669
C  1.854  -2.955  0.251  -0.667
C  2.985  -2.190  -0.431  -0.641
S  2.398  -1.038  -1.721  -0.115
C  1.879  0.432  -0.868  0.532
C  0.996  1.256  -1.560  -0.677
C  0.559  2.437  -0.994  -0.657
C  0.984  2.819  0.275  0.844
C  0.479  4.082  0.903  -1.505
C  1.866  1.988  0.951  -0.835
C  2.322  0.809  0.389  -0.223
H  -4.386  -0.653  -2.246  0.400
H  -4.817  -0.154  -0.610  0.348
H  -4.489  -1.852  -0.956  0.335
H  -2.121  -1.282  -1.488  0.272
H  -2.440  0.413  -1.119  0.160
H  -3.081  -0.231  1.214  0.369
H  -2.647  -1.904  0.858  0.316
H  -0.837  -0.612  2.066  0.405
H  -0.724  0.463  0.656  -0.147
H  -0.119  -1.645  -0.593  0.248
H  1.256  -3.474  -0.500  0.263
H  2.298  -3.690  0.926  0.397
H  3.631  -2.881  -0.974  0.450
H  3.586  -1.641  0.290  0.328
H  0.662  0.962  -2.544  0.399
H  -0.125  3.068  -1.542  0.384
H  0.309  4.849  0.151  0.392
H  -0.467  3.894  1.412  0.278
H  1.187  4.458  1.638  0.373
H  2.211  2.263  1.937  0.364
H  3.009  0.198  0.952  0.274

Largest force on an atom   0.013 hartree/bohr
Highest occupied orbital energy   -8.14 eV
Relative energy (zero: lowest compared OMol25 entry of this formula, charge and spin)   1.13 kcal per mole
Total charge   0
2S+1   1
Kohn-Sham gap   0.3251 Ha